(1)
Here is a 2-piece molecular cluster, C4H9O5 overall in a non-equilibrium geometry from the Open Molecules 2025 dataset. Energies are from wB97M-V/def2-TZVPD.

For the maximum force, the calculation gives 3.932 eV Å⁻¹. Its spin multiplicity is 2. The gap between HOMO and LUMO (spin up / spin down) comes out at 10.6 / 8.1 eV. The HOMO energy (spin up / spin down) is -10.2 / -10.2 eV.

```
18
Properties=species:S:1:pos:R:3:forces:R:3:lowdin_spin:R:1
O 0.548 -1.347 -1.388 -0.69 -0.51 -0.85 0.0030
C 1.979 0.159 -0.165 0.62 -0.86 0.33 0.0009
H -2.097 0.991 1.212 0.56 0.49 -0.98 0.0443
H 3.788 -0.572 -0.411 -2.64 -0.82 -1.56 0.0001
O -0.941 -1.209 0.757 1.08 1.10 0.00 0.0008
H 1.999 -0.083 0.912 -0.01 0.21 -0.28 0.0000
O 2.864 -0.766 -0.859 2.66 2.03 2.07 0.0003
O -2.809 0.767 2.337 0.49 -1.86 0.35 0.6910
H -1.113 -2.116 -0.931 0.13 0.84 -1.15 0.0000
H 2.213 1.241 -0.319 0.18 -0.85 0.11 0.0000
H 0.465 0.685 -1.483 -0.60 0.35 -0.44 0.0015
H -2.503 -0.199 2.435 -0.56 1.66 -0.20 0.0025
C -1.290 1.080 0.309 0.02 0.70 0.18 0.2132
H -0.522 1.855 0.523 -0.74 -0.03 0.05 0.0063
H -1.734 1.284 -0.689 -0.11 0.07 0.78 0.0076
C -0.559 -0.189 0.191 -1.22 -0.12 1.80 0.0175
C 0.609 -0.092 -0.751 -0.26 -1.19 -0.41 0.0103
O -0.898 -1.489 -1.683 1.09 -1.23 0.20 0.0006
```
Forces are in eV/Å.

***

(2)
Here is C3H6N2O as an isolated structure in a non-equilibrium geometry from the Open Molecules 2025 dataset. Energies are from wB97M-V/def2-TZVPD.

For the maximum force, the calculation gives 2.287 eV Å⁻¹. The gap between HOMO and LUMO (spin up / spin down) comes out at 7.6 / 7.6 eV. The HOMO energy (spin up / spin down) is -8.3 / -8.3 eV.

```
12
Properties=species:S:1:pos:R:3:forces:R:3:mulliken_charge:R:1
H 0.855 -1.701 0.775 -1.38 -0.06 -1.28 0.0918
H -0.015 -2.173 0.416 1.61 1.55 0.48 0.0262
C 0.551 0.152 -0.395 -0.13 0.10 -0.29 0.5041
H 0.668 0.654 -1.403 0.07 0.19 0.13 0.2250
H -0.807 -1.211 -1.793 -0.03 -0.24 0.10 0.3252
H -1.701 1.945 1.465 0.13 -0.01 -0.04 0.2918
C -0.607 -0.632 -0.903 0.00 0.13 0.77 -0.4690
N 1.718 -0.343 0.113 -0.57 -0.62 0.14 -0.7751
C -0.578 0.938 0.320 0.12 0.30 0.56 0.4362
H 2.215 0.407 0.600 -0.19 -0.38 0.17 0.2146
O -1.578 0.185 -0.416 0.48 -0.45 -0.16 -0.3273
N -0.722 1.779 1.222 -0.13 -0.51 -0.57 -0.5435
```
Forces are in eV/Å.

***

| no. | molar mass (g/mol) | calculated total energy (a.u.) |
| --- | --- | --- |
| 1 | 137.11 | -533.7525 |
| 2 | 86.09 | -302.4265 |